No. 1
Density functional theory data (ωB97M-V with the def2-TZVPD basis set) for C40H80Cl2NiO24 as an isolated structure in a non-equilibrium geometry.

⟨S²⟩   2.003
Frontier orbital gap (spin up / spin down)   8.96 / 9.00 eV
Spin multiplicity   3
Lowest unoccupied orbital energy (spin up / spin down)   0.362 / 0.361 eV
Largest force on an atom   4.19 eV/A

```
147
Properties=species:S:1:pos:R:3:mulliken_spin:R:1
Ni 0.4194 0.3348 -0.0486 1.76
Cl 1.0518 1.9560 1.7628 0.06
Cl -1.5143 -0.7362 0.9551 0.06
C -2.8168 3.5234 0.7748 0.00
C -1.9297 4.1795 -0.3028 0.00
O -2.0850 3.5707 -1.5760 0.00
C -1.4047 2.4579 -1.8930 0.02
O -0.7741 1.7190 -1.1538 0.02
O -1.4176 2.1969 -3.3146 0.00
C -2.0553 3.0988 -4.2628 0.00
H -2.5793 2.5048 1.0814 0.00
H -3.8860 3.6805 0.6323 0.00
H -2.6664 4.1131 1.6791 0.00
H -0.8500 4.1138 -0.1685 0.00
H -1.9843 5.2596 -0.4385 0.00
H -1.5970 3.0613 -5.2511 0.00
H -1.8341 4.1214 -3.9570 0.00
H -3.1236 2.9087 -4.3655 0.00
C -2.1089 5.3755 9.4914 0.00
C -2.3707 5.7077 8.0041 0.00
O -2.1765 4.4544 7.3316 0.00
C -2.3873 4.3647 6.0004 0.00
O -2.8311 5.2619 5.2587 0.00
O -2.0081 3.1314 5.5790 0.00
C -1.7932 2.8183 4.2120 0.00
H -2.8077 4.6605 9.9257 0.00
H -2.0590 6.3082 10.0533 0.00
H -1.1092 4.9469 9.5623 0.00
H -1.5837 6.4322 7.7944 0.00
H -3.3793 6.0635 7.7942 0.00
H -2.5693 3.2787 3.6007 0.00
H -1.7443 1.7390 4.0671 0.00
H -0.9075 3.2018 3.7056 0.00
C 2.0478 -3.0646 4.3224 0.00
C 1.6942 -2.1818 3.0702 0.00
O 2.8996 -1.8429 2.4072 0.00
C 2.9115 -1.3368 1.1364 0.01
O 1.8703 -1.1074 0.5248 0.00
O 4.1438 -1.0674 0.6377 0.00
C 5.3449 -1.2451 1.3483 0.00
H 2.6167 -2.5044 5.0644 0.00
H 2.6378 -3.9059 3.9585 0.00
H 1.2133 -3.4937 4.8770 0.00
H 1.0854 -1.3486 3.4212 0.00
H 1.0681 -2.8599 2.4903 0.00
H 5.3644 -0.7290 2.3081 0.00
H 6.1081 -0.9221 0.6402 0.00
H 5.5676 -2.3089 1.4317 0.00
C -5.5131 -3.7202 5.6081 0.00
C -4.8537 -2.7530 6.5894 0.00
O -3.6406 -2.2110 6.1009 0.00
C -2.5202 -2.9146 5.9086 0.00
O -2.3839 -4.0942 6.2812 0.00
O -1.4817 -2.1722 5.3770 0.00
C -1.6452 -0.8822 4.8276 0.00
H -4.9316 -4.6421 5.5947 0.00
H -5.5078 -3.3334 4.5891 0.00
H -6.4983 -3.9602 6.0079 0.00
H -4.6169 -3.1545 7.5747 0.00
H -5.5558 -1.9235 6.6741 0.00
H -0.9481 -0.8182 3.9921 0.00
H -1.3949 -0.1357 5.5814 0.00
H -2.6304 -0.6987 4.3989 0.00
C -3.9210 -0.8629 -6.4322 0.00
C -4.3548 0.3044 -5.5089 0.00
O -4.1352 -0.1880 -4.1948 0.00
C -4.7977 0.4960 -3.1964 0.00
O -5.7096 1.3073 -3.3614 0.00
O -4.2063 0.1909 -2.0233 0.00
C -4.5910 0.7138 -0.7947 0.00
H -4.4270 -1.8053 -6.2225 0.00
H -2.8441 -1.0082 -6.3466 0.00
H -4.0831 -0.6611 -7.4910 0.00
H -5.4315 0.4511 -5.5946 0.00
H -3.7913 1.2342 -5.5873 0.00
H -5.6698 0.5628 -0.8323 0.00
H -4.2296 1.7338 -0.6643 0.00
H -4.0945 0.0695 -0.0691 0.00
C 1.6939 3.9482 -2.5186 0.00
C 2.8219 3.3512 -1.6175 0.00
O 3.4506 2.2438 -2.1945 0.00
C 2.9255 1.0374 -2.0421 0.00
O 1.8251 0.7432 -1.5163 0.03
O 3.7908 0.2080 -2.7104 0.00
C 3.5010 -1.2062 -2.7821 0.00
H 1.2213 3.0935 -3.0026 0.00
H 2.1168 4.5089 -3.3522 0.00
H 0.9075 4.5448 -2.0563 0.00
H 2.5036 3.1483 -0.5949 0.00
H 3.5551 4.1290 -1.4040 0.00
H 4.2152 -1.6110 -3.4991 0.00
H 2.5654 -1.4158 -3.3006 0.00
H 3.5332 -1.8651 -1.9144 0.00
C -0.2011 -7.4020 -1.4798 0.00
C 0.4061 -6.4263 -0.5089 0.00
O -0.6391 -5.8090 0.1697 0.00
C -0.4882 -5.1971 1.3849 0.00
O 0.5373 -5.1229 2.0650 0.00
O -1.7040 -4.8272 1.7870 0.00
C -1.9199 -4.0220 2.9347 0.00
H -0.7935 -8.1544 -0.9592 0.00
H 0.5167 -7.8794 -2.1468 0.00
H -0.9065 -6.8448 -2.0963 0.00
H 1.1965 -5.7645 -0.8631 0.00
H 0.9364 -7.0787 0.1849 0.00
H -1.0432 -3.3743 2.9428 0.00
H -2.0434 -4.6302 3.8308 0.00
H -2.7622 -3.3304 2.9186 0.00
C 8.2881 1.1859 -0.9502 0.00
C 7.1297 1.9477 -1.4771 0.00
C 6.0321 1.8051 -0.3631 0.00
O 6.7006 1.3041 0.8028 0.00
C 8.1119 1.4910 0.5291 0.00
H 9.2948 1.4192 -1.2970 0.00
H 8.1241 0.1134 -1.0547 0.00
H 6.8473 1.4406 -2.3997 0.00
H 7.4144 2.9587 -1.7689 0.00
H 5.2609 1.0913 -0.6528 0.00
H 5.6711 2.8074 -0.1326 0.00
H 8.6473 0.8829 1.2583 0.00
H 8.3596 2.4900 0.8879 0.00
C -0.1726 -3.4107 -2.8986 0.00
C -0.7472 -2.3098 -3.7713 0.00
C -1.1733 -1.2376 -2.7270 0.00
O -0.0580 -1.3150 -1.8212 0.01
C 0.2501 -2.7764 -1.6135 0.00
H 0.6355 -3.8456 -3.4867 0.00
H -0.8075 -4.2866 -2.7650 0.00
H -1.6135 -2.7193 -4.2908 0.00
H -0.0313 -2.0256 -4.5426 0.00
H -2.0944 -1.5254 -2.2202 0.00
H -1.2930 -0.2708 -3.2159 0.00
H -0.3799 -3.0556 -0.7690 0.00
H 1.2701 -2.9610 -1.2764 0.00
C 2.2211 1.5629 -6.2275 0.00
C 1.3208 0.6762 -5.3569 0.00
C 0.2322 0.4103 -6.3280 0.00
O 0.0539 1.5810 -7.0172 0.00
C 1.1520 2.4234 -6.8915 0.00
H 2.8213 0.9933 -6.9370 0.00
H 2.8994 2.1946 -5.6539 0.00
H 0.9293 1.2282 -4.5024 0.00
H 1.8311 -0.2252 -5.0176 0.00
H -0.7171 0.2903 -5.8061 0.00
H 0.2983 -0.5008 -6.9227 0.00
H 0.8733 3.1747 -6.1527 0.00
H 1.4162 2.9838 -7.7883 0.00
```

---

No. 2
Density functional theory data (ωB97M-V with the def2-TZVPD basis set) for a 8-piece molecular cluster, C40H80O24 overall in a non-equilibrium geometry.

Frontier orbital gap   8.46 eV
SMILES   C[C@H]1COC(=O)O1.C[C@H]1COC(=O)O1.C[C@H]1COC(=O)O1.C[C@H]1COC(=O)O1.COCCOCCOC.COCCOCCOC.COCCOCCOC.COCCOCCOC
ΔE to the lowest compared entry with this formula, charge and spin   1305.5 kJ/mol
Lowest unoccupied orbital energy   0.163 eV
Largest force on an atom   5.28 eV/A

```
144
Properties=species:S:1:pos:R:3:mulliken_charge:R:1
C 4.2180 -2.1843 -6.1900 -0.75
O 4.0375 -0.9624 -5.4530 -0.35
C 3.2244 -1.0477 -4.2785 -0.18
C 4.0242 -0.4194 -3.1161 -0.35
O 4.1047 0.9685 -3.0524 -0.47
C 3.0387 1.7346 -2.5548 0.50
C 3.5731 2.3611 -1.1937 -0.60
O 2.4504 2.6291 -0.4114 -0.05
C 2.7503 2.7718 1.0482 -0.81
H 4.3103 -3.1049 -5.6137 0.30
H 5.1855 -2.1616 -6.6915 0.27
H 3.5920 -2.2894 -7.0761 0.29
H 3.1102 -2.1100 -4.0627 0.27
H 2.2876 -0.6159 -4.6306 0.23
H 5.0429 -0.8069 -3.1260 0.32
H 3.6643 -0.7869 -2.1550 0.23
H 2.1578 1.0934 -2.5228 -0.08
H 2.7259 2.6050 -3.1315 -0.25
H 4.2822 3.1872 -1.2473 0.29
H 4.0741 1.5787 -0.6236 0.44
H 2.6384 1.7456 1.3982 0.18
H 2.0416 3.4765 1.4832 0.23
H 3.7802 3.0235 1.3011 0.37
C -4.2187 1.8342 -2.9161 -0.23
O -4.0401 2.2012 -4.3162 -0.52
C -2.6369 2.3551 -4.6294 0.69
C -2.5577 2.4524 -6.1494 -0.86
O -1.4318 3.2503 -6.4686 -0.12
C -0.9890 3.0919 -7.8715 -0.69
C -0.1353 4.2615 -8.3258 -0.54
O 1.1397 4.2684 -7.5857 -0.19
C 2.1660 4.8093 -8.3565 -0.96
H -3.8601 0.8096 -2.8176 0.38
H -5.2369 2.0159 -2.5721 0.37
H -3.6450 2.4559 -2.2288 -0.28
H -2.1370 1.4739 -4.2274 0.19
H -2.3409 3.2594 -4.0978 -0.55
H -3.3856 3.0364 -6.5516 0.36
H -2.6351 1.4435 -6.5546 0.34
H -1.8045 2.8687 -8.5594 0.45
H -0.3356 2.2203 -7.8325 0.32
H -0.7271 5.1548 -8.1263 0.22
H 0.1080 4.1080 -9.3771 0.47
H 2.4127 4.1384 -9.1794 0.37
H 3.0181 4.9093 -7.6842 0.27
H 2.2073 5.8454 -8.6924 0.36
C -0.7134 -5.6229 11.6402 -0.76
O -0.9765 -4.4099 11.0312 -0.31
C -0.1249 -3.3252 11.4540 -0.45
C -0.3236 -2.1185 10.5813 -0.75
O 0.2364 -2.2776 9.3044 -0.31
C -0.6603 -2.9379 8.2783 -0.43
C 0.0735 -3.3115 7.0429 -0.58
O 0.5735 -2.2259 6.3559 -0.42
C 0.7611 -2.4939 4.9713 -0.55
H 0.1823 -6.0259 11.1676 0.31
H -1.5432 -6.3002 11.4379 0.24
H -0.5247 -5.5809 12.7129 0.30
H 0.8984 -3.6714 11.3092 0.36
H -0.3525 -3.0532 12.4847 0.40
H 0.1343 -1.2777 11.1024 0.40
H -1.4024 -1.9640 10.5983 0.34
H -1.4370 -2.2526 7.9387 0.23
H -1.1264 -3.7561 8.8272 0.42
H -0.5741 -3.9175 6.4093 0.40
H 0.9893 -3.8907 7.1617 0.33
H -0.2005 -2.7519 4.5276 0.28
H 1.4760 -3.3112 4.8767 0.32
H 1.2786 -1.6648 4.4887 0.23
C 6.8453 -2.7725 1.8898 -0.74
O 6.2880 -3.8050 1.1554 -0.35
C 5.1240 -4.3262 1.7254 0.18
C 4.7562 -5.7087 1.0229 -0.62
O 4.2231 -5.5398 -0.3846 -0.47
C 3.1114 -4.7472 -0.5631 0.09
C 1.8130 -5.5812 -0.1774 -0.73
O 1.6547 -5.6724 1.2613 -0.37
C 0.8627 -4.7416 1.9359 -0.06
H 7.5175 -2.1954 1.2548 0.28
H 7.4920 -3.0075 2.7352 0.29
H 6.0582 -2.0702 2.1643 0.27
H 4.2816 -3.6484 1.5873 -0.11
H 5.2774 -4.5736 2.7758 0.40
H 3.9626 -6.2372 1.5509 0.33
H 5.6347 -6.3539 1.0216 0.36
H 3.1495 -4.5612 -1.6365 0.32
H 2.9995 -3.8043 -0.0278 -0.08
H 1.9047 -6.6048 -0.5406 0.37
H 1.0925 -5.0914 -0.8324 0.37
H -0.1565 -4.8244 1.5583 0.37
H 1.2038 -3.7134 1.8151 -0.24
H 0.9495 -4.8437 3.0176 0.24
C -6.0673 5.3443 -0.0747 -1.56
C -4.7398 4.4446 -0.1750 1.04
C -3.5564 5.0304 0.4997 0.10
O -3.0904 4.1191 1.4789 -0.38
C -3.9518 3.0520 1.5051 0.69
O -3.7763 2.0738 2.1679 -0.51
O -4.9559 3.2086 0.5896 -0.39
H -6.1123 5.7894 0.9193 0.38
H -6.9784 4.8076 -0.3390 0.37
H -6.0961 6.1097 -0.8502 0.40
H -4.5461 4.1569 -1.2083 -0.09
H -3.7008 5.9944 0.9875 0.32
H -2.8016 5.2425 -0.2575 -0.23
C -5.8979 -1.4289 -0.8316 -1.71
C -5.1431 -0.9069 0.3835 1.43
C -5.9660 -0.7525 1.6921 -0.39
O -5.0611 -1.2472 2.6608 -0.33
C -4.0433 -1.8149 2.1555 0.70
O -3.0055 -2.0987 2.7780 -0.59
O -4.1420 -1.8203 0.8337 -0.39
H -6.7001 -0.7912 -1.2028 0.39
H -6.2555 -2.4572 -0.7772 0.40
H -5.2137 -1.4563 -1.6796 0.38
H -4.8761 0.1064 0.0834 -0.34
H -6.8473 -1.3850 1.7986 0.31
H -6.1518 0.2930 1.9381 0.22
C 1.3169 5.3531 -4.3269 -1.29
C 0.4259 5.2418 -3.0752 0.15
C -1.0856 5.6252 -3.1304 -0.34
O -1.5340 4.6958 -2.1590 -0.30
C -0.7635 3.6748 -1.9648 0.22
O -1.1584 2.6608 -1.3495 -0.21
O 0.4489 3.9457 -2.5221 -0.12
H 1.1596 6.2830 -4.8735 0.37
H 0.8341 4.6425 -4.9978 0.27
H 2.3354 4.9931 -4.1820 0.39
H 0.9215 5.7343 -2.2385 0.27
H -1.4851 5.5505 -4.1418 0.19
H -1.2677 6.6584 -2.8347 0.40
C -0.7451 -0.8672 -1.2307 -1.57
C -0.0842 -0.2176 -0.0160 0.87
C -0.8569 -0.3966 1.3108 0.14
O 0.1490 -0.9143 2.1228 -0.33
C 1.2749 -1.0986 1.4096 0.58
O 2.3597 -1.4315 1.8939 -0.68
O 1.0610 -0.9955 0.1112 -0.06
H -1.0625 -1.9091 -1.1881 0.48
H -0.1005 -0.7296 -2.0988 0.33
H -1.7539 -0.5163 -1.4480 0.12
H 0.2552 0.8022 -0.1975 -0.07
H -1.5550 -1.2329 1.2743 -0.17
H -1.3507 0.4514 1.7853 0.14
```

---

No. 3
Density functional theory data (ωB97M-V with the def2-TZVPD basis set) for a 3-piece molecular cluster, C40H81IN2O5S overall in a non-equilibrium geometry.

Frontier orbital gap   7.47 eV
SMILES   C=C[C@H]1OS(=O)(=O)[C@H](CCCCCCCCCCCCC)[C@H](OCCOCC)[C@@]1(C=C)C[C@H](C)I.CCN(CC)CC.CCN(CC)CC
Lowest unoccupied orbital energy   -0.652 eV
Largest force on an atom   3.03 eV/A

```
130
Properties=species:S:1:pos:R:3:mulliken_charge:R:1
C -1.2715 2.8728 -4.4306 -0.59
C -0.2069 2.7815 -3.5375 -1.14
C 0.0341 1.7394 -2.4763 -0.66
O 0.1803 2.4612 -1.2254 -0.41
S 0.8382 1.5773 -0.0756 1.50
O 2.1647 1.1965 -0.4599 -0.68
O 0.7660 2.2919 1.1605 -0.77
C -0.1749 0.1007 0.0137 1.02
C 0.5294 -0.9110 0.9277 -1.26
C 0.2986 -0.5969 2.4187 -0.50
C 0.0698 -1.8513 3.2492 -0.40
C -0.1306 -1.5156 4.7369 -0.91
C 1.1689 -1.1438 5.4563 -0.54
C 0.9333 -0.5108 6.8291 -0.85
C 0.1966 0.8398 6.7582 -0.39
C 0.4378 1.6627 8.0389 -0.81
C 1.7184 2.4806 7.9007 -0.58
C 2.0830 3.2335 9.2042 -0.85
C 1.5122 4.6723 9.2537 -0.77
C 2.5609 5.7529 9.5806 -0.28
C 2.3211 7.0094 8.7256 -1.37
C -0.3713 -0.4558 -1.4130 -4.60
O 0.8466 -0.9862 -1.8872 0.91
C 0.8765 -2.3821 -2.0775 0.01
C 2.2477 -2.7211 -2.6601 -0.92
O 2.6403 -1.8199 -3.6677 -0.38
C 3.5434 -0.8084 -3.2396 0.29
C 4.9436 -1.0263 -3.7790 -1.58
C -0.9550 0.5998 -2.4147 4.16
C -1.0280 -0.1164 -3.7549 -0.77
C -0.0438 -0.1415 -4.6645 -1.22
C -2.4222 0.9065 -1.9509 -1.87
C -2.8019 2.3344 -1.5281 -0.27
C -2.6448 2.6767 -0.0325 -0.91
I -4.9343 2.5531 -1.9666 0.03
H -2.0823 3.5975 -4.3484 0.36
H -1.3505 2.2155 -5.2919 0.04
H 0.5768 3.5397 -3.6036 0.47
H 1.0165 1.2905 -2.6718 0.76
H -1.1595 0.2740 0.4395 0.98
H 0.0361 -1.8696 0.7447 0.33
H 1.5857 -0.9877 0.6864 0.38
H -0.5534 0.0692 2.5698 0.30
H 1.1730 -0.0713 2.8040 0.34
H -0.8413 -2.3672 2.9352 0.37
H 0.9142 -2.5455 3.2196 0.27
H -0.5106 -2.4194 5.2267 0.26
H -0.9143 -0.7670 4.8714 0.36
H 1.7353 -0.4308 4.8549 0.23
H 1.7306 -2.0656 5.6226 0.34
H 1.9097 -0.3073 7.2790 0.41
H 0.3901 -1.1818 7.4990 0.28
H 0.5791 1.3809 5.8902 0.26
H -0.8707 0.6395 6.6579 0.35
H -0.4036 2.3429 8.1842 0.35
H 0.5288 0.9802 8.8857 0.39
H 1.6044 3.2368 7.1221 0.28
H 2.5654 1.8404 7.6463 0.39
H 1.7085 2.6709 10.0603 0.37
H 3.1705 3.2789 9.2699 0.43
H 1.0118 4.9052 8.3121 0.43
H 0.7442 4.7035 10.0297 0.26
H 3.5531 5.3797 9.3236 0.26
H 2.5420 6.0117 10.6385 0.35
H 2.9805 7.8112 9.0593 0.40
H 1.2824 7.3315 8.7679 0.33
H 2.5931 6.7687 7.6976 0.34
H -1.1052 -1.2694 -1.3735 0.82
H 0.8140 -2.9077 -1.1172 -0.15
H 0.0782 -2.7413 -2.7337 0.39
H 2.1847 -3.7116 -3.1199 0.32
H 2.9930 -2.7978 -1.8637 0.47
H 3.5516 -0.6982 -2.1546 0.24
H 3.1739 0.1386 -3.6464 0.16
H 5.5693 -0.1690 -3.5211 0.41
H 4.9401 -1.0813 -4.8666 0.33
H 5.4068 -1.9109 -3.3416 0.35
H -1.9637 -0.6270 -3.9644 0.38
H -0.2945 -0.2518 -5.7128 0.48
H 0.9908 -0.0920 -4.3499 -0.01
H -3.0908 0.5975 -2.7482 0.94
H -2.6754 0.2542 -1.1103 0.31
H -2.3430 3.1186 -2.1109 0.44
H -3.5757 2.5057 0.5000 0.54
H -2.4588 3.7495 0.0393 0.31
H -1.7968 2.1968 0.4403 -0.02
C -0.0579 -6.5172 0.5180 -1.36
C 0.0773 -6.6328 2.0289 -0.42
N -0.9322 -5.8899 2.7606 0.45
C -0.6590 -5.8091 4.1859 -0.63
C -0.6768 -7.1047 5.0073 -1.31
C -2.3107 -6.1768 2.4008 -0.75
C -2.8112 -7.6198 2.5538 -1.11
H -0.0136 -5.4736 0.2007 0.19
H 0.7601 -7.0535 0.0352 0.46
H -0.9884 -6.9519 0.1519 0.31
H 1.0567 -6.2361 2.3103 0.45
H 0.0882 -7.7012 2.2969 0.24
H -1.3605 -5.0997 4.6348 0.38
H 0.3268 -5.3468 4.3032 0.40
H -1.6911 -7.4477 5.2057 0.26
H -0.2090 -6.9256 5.9776 0.45
H -0.1254 -7.9108 4.5231 0.27
H -2.4582 -5.8744 1.3612 0.43
H -2.9606 -5.5093 2.9725 0.38
H -2.0795 -8.3508 2.2073 0.25
H -3.7165 -7.7588 1.9592 0.39
H -3.0720 -7.8554 3.5841 0.29
C -3.4289 3.2483 -8.2902 -1.20
C -2.7282 3.0842 -9.6309 -0.36
N -1.4465 3.7618 -9.7034 0.09
C -0.8964 3.7999 -11.0479 -0.70
C -0.5048 2.4729 -11.7114 -0.96
C -0.5046 3.4357 -8.6476 -0.83
C -0.0791 1.9692 -8.4872 -0.83
H -3.5855 4.3023 -8.0570 0.32
H -4.4037 2.7602 -8.3245 0.45
H -2.8692 2.7917 -7.4726 0.06
H -3.3763 3.5066 -10.4034 0.47
H -2.6460 2.0076 -9.8511 0.23
H -0.0275 4.4637 -11.0476 0.35
H -1.6339 4.2942 -11.6879 0.42
H 0.4335 2.0824 -11.3201 0.24
H -0.3590 2.6311 -12.7819 0.39
H -1.2740 1.7089 -11.5966 0.27
H -0.9323 3.7710 -7.6990 0.38
H 0.3866 4.0551 -8.7755 0.35
H -0.9176 1.2785 -8.5897 0.23
H 0.3459 1.8210 -7.4906 0.30
H 0.6909 1.6850 -9.2024 0.33
```

---

The following E_tot values (in eV) correspond, in order, to the records above: -158004.1196; -91906.3341; -74941.2149.